Record 1
71
Properties=species:S:1:pos:R:3:forces:R:3:lowdin_charge:R:1 method="wB97M-V/def2-TZVPD" e_homo_ev=-7.344 e_lumo_ev=0.440 orbital_gap_ha=0.28603 largest_force_ha_per_bohr=0.007
Mg -0.37798 -0.22947 -0.11080 0.1142 0.0271 -0.3665 0.5905
C -1.15893 2.29185 -1.54791 0.0340 -0.0026 0.0156 -0.0725
N -1.64435 0.90153 -1.65628 -0.0774 0.0286 -0.0139 -0.2263
C -1.63874 0.53088 -3.08452 0.0133 -0.0221 0.0046 -0.1839
C -1.51826 -0.95255 -3.39952 0.0034 0.0116 -0.0986 -0.1553
C -0.15948 -1.55371 -3.06472 -0.0395 0.0500 -0.0065 -0.2063
N 0.05342 -1.72302 -1.63276 -0.1079 -0.0198 -0.1070 0.0031
C 0.33782 -2.92335 -1.26885 0.0607 -0.1189 0.1445 -0.0898
C 0.64322 -3.40269 0.05003 0.0057 -0.0216 -0.0842 -0.1419
C 0.76941 -4.79356 0.22290 0.0020 -0.0318 0.0384 -0.0614
C 1.08856 -5.34064 1.43862 0.0079 0.0173 -0.0336 -0.1106
C 1.31286 -4.47433 2.52221 -0.0047 -0.0066 0.0373 -0.0880
C 1.22102 -3.11418 2.38570 0.0195 -0.0504 -0.0264 -0.0066
C 0.88212 -2.52033 1.14097 0.0181 -0.0737 0.0254 -0.3513
O 0.80602 -1.24792 1.02479 0.1395 0.0342 0.1493 -0.1068
C -3.02869 0.91432 -1.13190 0.0074 -0.0032 0.0462 -0.1967
C -3.80068 -0.40322 -1.07054 -0.1302 0.0219 -0.0095 -0.1425
C -3.14693 -1.53014 -0.24744 0.0420 -0.0186 0.0053 -0.1902
N -2.18303 -0.94626 0.65368 -0.0663 -0.1088 -0.0569 -0.0182
C -2.41870 -0.86652 1.90315 0.0679 0.1155 0.1737 -0.0637
C -1.63038 -0.08900 2.83922 -0.1067 -0.1026 -0.0009 -0.1352
C -1.85499 -0.31626 4.20349 0.0280 0.0186 0.0864 -0.0563
C -1.20285 0.40136 5.17871 -0.0403 -0.0320 -0.0359 -0.1076
C -0.31924 1.40830 4.77824 0.0403 0.0365 -0.0002 -0.0870
C -0.09662 1.67681 3.44815 -0.0069 0.0252 0.0921 -0.0223
C -0.72952 0.93687 2.42448 0.0135 -0.0508 0.0241 -0.3555
O -0.49234 1.22474 1.18206 0.0235 0.1816 -0.1240 -0.1526
H -1.72984 2.95000 -2.21421 -0.0091 0.0459 0.0001 0.1014
H -0.10466 2.33221 -1.81308 -0.0902 0.0389 0.0554 0.0550
H -1.25738 2.62554 -0.51902 0.0149 0.0322 0.0143 0.0857
H -0.79010 1.03740 -3.54909 0.0428 -0.0157 -0.0166 0.1143
H -2.54327 0.94586 -3.55356 0.0388 -0.0172 -0.0276 0.1277
H -1.66815 -1.05252 -4.47889 -0.0049 -0.0184 0.0087 0.1209
H -2.30812 -1.53554 -2.92519 0.0361 0.0017 -0.0100 0.0906
H 0.62267 -0.89896 -3.45201 0.1097 0.1145 -0.0634 0.1085
H -0.04913 -2.51768 -3.57697 -0.0278 0.0442 -0.0030 0.1116
H 0.35684 -3.69922 -2.04582 0.0180 0.0087 0.0416 0.1250
H 0.60332 -5.43691 -0.63464 -0.0026 -0.0163 -0.0217 0.1061
H 1.17524 -6.41031 1.56172 0.0008 -0.0300 0.0032 0.0921
H 1.56594 -4.89101 3.48938 0.0102 -0.0160 0.0282 0.1008
H 1.39328 -2.44806 3.22063 0.0061 0.0250 0.0337 0.1134
H -3.61340 1.61896 -1.74289 -0.0166 -0.0091 0.0420 0.1263
H -2.96382 1.32957 -0.12679 -0.0237 -0.0113 0.0211 0.1199
H -4.05099 -0.76572 -2.06888 -0.0134 0.0210 -0.0152 0.1009
H -4.75149 -0.13551 -0.60132 -0.0131 -0.0277 -0.0225 0.1167
H -2.61322 -2.21912 -0.90551 -0.0234 -0.0167 0.0049 0.0993
H -3.91325 -2.10525 0.28545 0.0068 0.0147 -0.0077 0.1177
H -3.29042 -1.38672 2.31923 -0.0270 0.0219 0.0050 0.1353
H -2.56094 -1.09013 4.48362 -0.0246 -0.0255 0.0164 0.1078
H -1.37958 0.20426 6.22588 -0.0042 -0.0124 0.0326 0.0931
H 0.19548 1.99546 5.52905 0.0142 0.0148 0.0142 0.1014
H 0.57624 2.46768 3.14167 0.0206 0.0177 -0.0006 0.1120
N 2.63876 1.10037 1.37693 -0.1997 0.0974 0.2211 0.1416
C 3.46794 0.38341 0.56206 -0.0020 -0.1694 -0.0622 -0.2691
C 4.47122 -0.43069 1.03959 0.0360 -0.0316 -0.0501 -0.0252
C 5.35152 -1.09173 0.16670 0.0093 0.0330 0.0229 -0.0834
C 5.26369 -0.93619 -1.18803 -0.0497 0.0189 0.0003 -0.0612
C 4.24517 -0.11006 -1.71645 0.0613 -0.0429 -0.0710 -0.1608
C 4.10968 0.14061 -3.10100 0.0574 -0.0472 0.0283 -0.0161
C 3.13009 0.97545 -3.54486 -0.0826 0.0257 -0.0011 -0.0631
C 2.23813 1.52507 -2.59990 -0.0391 -0.1092 -0.1420 -0.1606
N 2.29959 1.29701 -1.31519 0.0396 -0.1235 0.0296 0.1342
C 3.32276 0.52099 -0.85518 -0.0241 0.1085 0.0481 -0.1556
H 1.74249 1.32210 0.96230 -0.0083 0.2045 0.0863 0.0509
H 2.51796 0.71835 2.30346 0.0207 -0.0433 -0.0535 0.0965
H 4.58031 -0.55666 2.10878 0.0060 -0.0114 0.0392 0.1110
H 6.12294 -1.72370 0.58688 0.0132 -0.0225 0.0097 0.1029
H 5.95542 -1.42538 -1.86027 0.0193 -0.0134 -0.0171 0.1039
H 4.80383 -0.32449 -3.79042 0.0151 -0.0082 -0.0129 0.1162
H 3.01286 1.20594 -4.59480 0.0022 0.0210 -0.0138 0.1013
H 1.43490 2.16845 -2.94298 0.0260 0.0241 -0.0738 0.0878



Record 2
69
Properties=species:S:1:pos:R:3:forces:R:3:nbo_charge:R:1 method="wB97M-V/def2-TZVPD" e_homo_ev=-7.878 e_lumo_ev=0.716 orbital_gap_ha=0.31582 largest_force_ha_per_bohr=0.019 smiles="Cc1ccc([C@@H](C(=O)NC2CCCCC2)N(Cc2ccccc2)C(=O)Cc2c[nH]c3ccccc23)o1"
C -1.22912 -3.35369 -1.34833 -0.0567 0.3836 0.1095 -0.6539
C -0.42344 -2.11105 -1.47025 0.4920 -0.4545 -0.5082 0.2977
C 0.70758 -1.82147 -2.17158 -0.4523 -0.1440 0.2498 -0.3122
C 1.00007 -0.45907 -1.91819 -0.5858 0.3691 0.2612 -0.2890
C 0.02852 -0.01123 -1.07405 0.6155 0.1784 -0.7670 0.2682
O -0.84354 -1.01275 -0.80157 -0.1392 -0.1152 0.0997 -0.4331
C -0.14750 1.34472 -0.45339 0.1213 0.0632 0.0076 -0.2108
N 0.99638 1.67900 0.38870 -0.4849 -0.0942 0.0182 -0.4184
C 1.85940 2.59803 -0.10339 0.0730 0.2275 0.1939 0.7109
O 1.68479 3.11259 -1.19617 0.1811 0.2259 -0.3305 -0.6503
C 3.07715 2.96635 0.73626 0.1328 0.0334 -0.0992 -0.5168
C 4.03224 1.82117 0.84971 0.1100 0.0575 0.3583 -0.0907
C 4.58806 1.30202 1.98322 -0.1700 0.2760 -0.1342 -0.0224
N 5.39751 0.24166 1.67033 0.1799 -0.1802 0.2729 -0.5406
C 5.37791 0.05316 0.31855 -0.1940 0.1641 -0.4846 0.2017
C 6.01836 -0.89205 -0.47314 0.0746 -0.1071 -0.0009 -0.2636
C 5.80169 -0.83530 -1.83275 0.0949 -0.1315 0.0750 -0.2100
C 4.97506 0.14034 -2.39845 -0.0850 0.0847 -0.1841 -0.2399
C 4.33769 1.08096 -1.62142 0.0505 -0.0316 -0.0558 -0.1942
C 4.52881 1.03902 -0.24000 0.2923 -0.2958 0.2145 -0.1275
H 3.70680 1.83830 -2.06078 -0.0836 0.0810 -0.0749 0.2368
H 4.84084 0.15149 -3.47033 -0.0170 0.0213 -0.0849 0.2127
H 6.28282 -1.55532 -2.47842 0.0463 -0.0604 -0.0295 0.2122
H 6.66223 -1.64128 -0.03562 0.0658 -0.0837 0.0049 0.2119
H 5.91666 -0.30889 2.33198 -0.0672 0.0521 -0.0722 0.4139
H 4.47194 1.61548 3.00413 -0.0524 0.0448 0.1588 0.2132
H 3.55922 3.79481 0.20929 -0.1794 -0.0349 0.0655 0.2489
H 2.77381 3.31807 1.72361 0.0064 0.0111 -0.0029 0.2322
C 1.07375 1.06781 1.70586 -0.0544 0.0922 0.4655 -0.2504
C 0.91538 -0.43038 1.66252 0.0233 -0.0555 0.2007 -0.0581
C -0.18826 -1.03711 2.24560 0.1005 0.1209 0.0450 -0.2071
C -0.31833 -2.41522 2.23597 -0.0409 -0.1542 0.0628 -0.2189
C 0.65263 -3.19965 1.63812 -0.0896 -0.0838 0.0838 -0.2242
C 1.75016 -2.59981 1.04263 0.1028 0.0063 -0.0231 -0.2261
C 1.88407 -1.22394 1.05928 -0.0212 -0.0496 0.1036 -0.1419
H 2.73778 -0.75987 0.58870 0.1262 0.0857 -0.0738 0.2161
H 2.50618 -3.20538 0.56465 0.0741 -0.0554 -0.0530 0.2131
H 0.55442 -4.27577 1.63135 -0.0167 -0.0914 0.0014 0.2107
H -1.18050 -2.87686 2.69633 -0.0648 -0.0395 0.0416 0.2106
H -0.94999 -0.42332 2.70396 -0.0837 0.1017 0.0452 0.2221
H 2.04419 1.29806 2.14023 -0.1463 0.0039 -0.0599 0.2244
H 0.28682 1.49678 2.33427 0.2337 -0.0973 -0.0544 0.2382
H -0.11457 2.09756 -1.25919 -0.0985 -0.2870 0.2502 0.2960
C -1.49736 1.50645 0.25748 0.0718 -0.0141 -0.5137 0.7032
O -1.62823 1.95965 1.37507 0.0616 0.1634 0.4203 -0.6388
N -2.53969 1.15627 -0.52008 -0.2481 0.1104 -0.2020 -0.6030
H -2.36511 0.73466 -1.41850 0.1129 -0.0227 0.0755 0.3988
C -3.89650 1.07498 -0.01983 -0.0772 -0.0796 -0.1196 -0.0614
C -4.29653 -0.38510 0.20841 -0.0443 0.2323 0.3464 -0.3937
C -5.72053 -0.46513 0.74899 -0.0130 -0.1693 -0.3047 -0.4002
C -6.69465 0.20931 -0.21246 -0.0480 0.1521 0.2980 -0.3960
C -6.29291 1.66261 -0.44656 -0.0091 -0.1874 -0.3104 -0.3957
C -4.86867 1.74540 -0.98881 -0.0269 0.1614 0.3783 -0.3997
H -4.57994 2.78770 -1.13445 0.0684 -0.0095 -0.0620 0.2171
H -4.81598 1.24073 -1.95726 0.0283 -0.0156 -0.1048 0.1894
H -6.98313 2.13166 -1.15038 -0.0224 0.0741 0.0585 0.2093
H -6.35132 2.21066 0.49604 -0.0413 0.0780 0.0446 0.1972
H -7.70713 0.16532 0.19319 -0.0485 -0.0484 -0.0660 0.2082
H -6.69295 -0.32556 -1.16518 -0.0456 -0.0474 -0.0625 0.1918
H -6.00280 -1.50976 0.89479 -0.0060 0.0056 0.0988 0.2081
H -5.76597 0.03331 1.71947 -0.0204 -0.0134 0.1006 0.1969
H -3.59455 -0.84666 0.90535 0.0761 -0.0353 -0.0449 0.2168
H -4.23166 -0.92542 -0.73983 0.0514 -0.0599 -0.0791 0.1888
H -3.89768 1.60883 0.93590 -0.0450 -0.0601 -0.1128 0.2286
H 1.82258 0.10892 -2.30006 0.1884 0.2034 -0.0394 0.2396
H 1.26628 -2.49074 -2.79275 0.0774 -0.2355 -0.1167 0.2249
H -0.69525 -4.18159 -1.80423 0.0326 -0.0603 -0.0268 0.2281
H -2.19340 -3.23958 -1.84413 -0.0737 -0.0585 -0.0259 0.2201
H -1.41258 -3.57487 -0.29844 -0.0123 -0.1009 0.0737 0.2305



ΔE to the lowest compared entry with this formula, charge and spin? In order: 0.0 27.7 kcal per mole.